1.
C3H10N2O3 | ωB97M-V/def2-TZVPD

Geometry as XYZ:
```
18
C3H10N2O3 (ωB97M-V/def2-TZVPD)
C -1.23 0.29 -0.98
O -2.52 0.50 -1.58
C -1.02 -1.20 -0.99
N 0.23 -1.49 -0.33
H -1.30 0.68 0.05
H -0.45 0.86 -1.54
H -2.55 1.47 -1.58
H -1.90 -1.64 -0.52
H -0.96 -1.52 -2.04
H 0.14 -1.44 0.69
H 0.92 -0.61 -0.37
H 0.69 -2.34 -0.64
N 1.86 1.77 1.89
C 1.32 0.60 1.33
O 0.53 -0.08 2.06
O 1.73 0.36 0.11
H 1.75 1.68 2.87
H 2.75 2.10 1.57
```

Results
2S+1: 1
Gap between HOMO and LUMO in hartree: 0.37606
HOMO in eV: -9.6
ΔE to the lowest compared entry with this formula, charge and spin in kJ/mol: 52.4

=====

2.
C19H34BN2O5S | ωB97M-V/def2-TZVPD

Geometry as XYZ:
```
62
C19H34BN2O5S (ωB97M-V/def2-TZVPD)
C 4.12 -2.78 -0.58
C 4.67 -1.41 -1.02
C 3.53 -0.39 -1.08
C 3.97 1.00 -1.56
C 2.88 1.76 -2.32
C 1.56 1.80 -1.56
C 0.41 2.36 -2.39
C -0.84 2.74 -1.58
N -1.02 1.84 -0.41
C -1.62 0.67 -0.68
C -1.83 -0.29 0.30
O -2.45 -1.45 -0.04
C -3.89 -1.32 -0.04
C -4.49 -2.37 -0.96
C -4.05 -2.12 -2.39
O -4.07 -3.67 -0.56
C -1.38 -0.05 1.59
B -1.56 -1.19 2.72
O -2.44 -0.99 3.76
C -0.73 -2.50 2.59
C 0.74 -2.29 3.04
C -0.76 1.18 1.85
S -0.18 1.41 3.52
C -0.59 2.14 0.84
C 0.09 3.47 1.11
O -0.38 4.13 2.26
N -1.80 4.34 2.15
O -2.30 4.27 3.18
H 4.90 -3.42 -0.18
H 3.63 -3.26 -1.43
H 3.39 -2.62 0.21
H 5.13 -1.53 -1.99
H 5.42 -1.10 -0.29
H 3.12 -0.33 -0.07
H 2.75 -0.78 -1.73
H 4.29 1.57 -0.69
H 4.83 0.87 -2.22
H 2.76 1.39 -3.33
H 3.23 2.79 -2.41
H 1.71 2.45 -0.69
H 1.27 0.82 -1.19
H 0.09 1.56 -3.06
H 0.71 3.19 -3.02
H -0.90 3.78 -1.30
H -1.70 2.55 -2.21
H -1.94 0.48 -1.69
H -4.22 -0.34 -0.38
H -4.25 -1.44 0.98
H -5.58 -2.31 -0.88
H -4.43 -2.87 -3.07
H -4.41 -1.14 -2.68
H -2.96 -2.12 -2.46
H -4.19 -3.73 0.39
H -1.98 -0.61 4.51
H -1.16 -3.27 3.23
H -0.71 -2.88 1.57
H 0.81 -1.63 3.90
H 1.35 -1.88 2.24
H 1.18 -3.23 3.34
H 1.14 1.30 3.36
H -0.01 4.15 0.27
H 1.16 3.31 1.22
```

Results
Structure (SMILES): CCCCCCCC[n+]1cc(OC[C@@H](C)O)c(B(O)CC)c(S)c1CON=O
2S+1: 1
Charge: +1
Gap between HOMO and LUMO in hartree: 0.32295
HOMO in eV: -12.9

=====

3.
C6H8Cl2N2 | ωB97M-V/def2-TZVPD

Geometry as XYZ:
```
18
C6H8Cl2N2 (ωB97M-V/def2-TZVPD)
C 1.49 1.53 -0.72
N 0.47 0.71 -0.11
C 0.44 -0.19 0.74
C 1.50 -0.80 1.72
C -0.98 -0.70 0.95
Cl -1.28 -1.22 2.57
C -1.96 -0.82 0.01
C -1.94 -0.32 -1.32
N -0.88 0.12 -1.89
Cl -1.05 0.87 -3.43
H 2.39 1.38 -0.19
H 1.39 1.29 -1.79
H 1.08 2.58 -0.58
H 2.45 -0.88 1.23
H 1.12 -1.75 1.97
H 1.52 -0.21 2.51
H -2.91 -1.22 0.20
H -2.86 -0.35 -1.89
```

Results
Structure (SMILES): C/N=C(C)/C(Cl)=C\C=N\Cl
2S+1: 1
Gap between HOMO and LUMO in hartree: 0.28954
HOMO in eV: -8.1
ΔE to the lowest compared entry with this formula, charge and spin in kJ/mol: 277.8

=====

4.
C4H4N4 | ωB97M-V/def2-TZVPD

Geometry as XYZ:
```
12
C4H4N4 (ωB97M-V/def2-TZVPD)
H 2.43 0.34 0.83
N 2.16 -0.55 0.65
C 1.10 -0.37 -0.04
C 0.59 0.89 -0.40
C -0.64 1.17 -0.14
N -1.69 0.43 0.30
C -1.59 -0.94 0.36
N -0.70 -1.80 -0.32
N 0.49 -1.43 -0.63
H 1.24 1.44 -1.01
H -0.77 2.20 -0.47
H -2.62 -1.37 0.86
```

Results
Structure (SMILES): [H]/N=c1\ccncnn1
2S+1: 1
Gap between HOMO and LUMO in hartree: 0.31462
HOMO in eV: -9.9
ΔE to the lowest compared entry with this formula, charge and spin in kJ/mol: 415.8

=====

5.
C35H32AsN13O3PbS2 | ωB97M-V/def2-TZVPD

Geometry as XYZ:
```
87
C35H32AsN13O3PbS2 (ωB97M-V/def2-TZVPD)
Pb -0.86 -0.25 -0.53
O -0.60 -4.14 1.88
C -0.87 -3.14 1.19
N -0.10 -2.39 0.42
C 1.21 -2.75 0.08
C 2.07 -3.50 0.89
C 3.36 -3.81 0.47
C 3.80 -3.38 -0.77
C 2.96 -2.64 -1.60
C 1.67 -2.30 -1.19
N 0.75 -1.54 -1.93
C 0.81 -1.43 -3.25
O 1.70 -1.81 -4.03
C -0.42 -0.74 -3.88
C -0.53 -0.83 -5.31
C -1.34 -0.05 -6.07
C -2.26 0.95 -5.67
C -2.71 1.19 -4.38
N -1.20 -0.17 -3.03
C -2.33 -2.69 1.15
C -3.23 -3.23 2.07
C -4.55 -2.85 2.00
C -4.96 -1.98 1.00
C -4.01 -1.49 0.13
N -2.72 -1.83 0.21
H 1.69 -3.85 1.84
H 4.01 -4.39 1.12
H 4.80 -3.63 -1.11
H 3.29 -2.33 -2.58
H 0.17 -1.50 -5.78
H -1.25 -0.17 -7.14
H -2.67 1.59 -6.43
H -3.79 2.76 -4.95
H -2.84 -3.91 2.82
H -5.27 -3.23 2.72
H -5.99 -1.66 0.91
H -4.25 -0.79 -0.66
N -4.23 2.30 -0.74
C -4.03 1.85 0.55
N -4.84 2.23 1.53
N -4.35 1.63 2.64
N -3.32 0.94 2.26
N -3.05 1.05 0.95
C -3.70 1.87 -1.95
N -4.12 2.62 -2.96
N -3.55 2.19 -4.16
N -2.44 0.40 -3.26
N -2.95 0.79 -1.97
H -4.92 3.02 -0.84
O -2.60 0.21 3.03
S -0.11 1.22 2.77
C 0.02 0.08 4.12
C -0.35 0.49 5.40
C -0.28 -0.40 6.46
C 0.15 -1.71 6.25
C 0.49 -2.13 4.97
C 0.42 -1.23 3.91
C 1.56 1.84 2.68
C 2.69 1.25 3.25
C 3.94 1.82 3.08
C 4.09 2.98 2.34
C 2.97 3.57 1.76
C 1.72 3.00 1.92
H -0.71 1.50 5.54
H -0.58 -0.08 7.45
H 0.20 -2.41 7.08
H 0.79 -3.15 4.79
H 0.66 -1.56 2.90
H 2.59 0.34 3.84
H 4.80 1.34 3.53
H 5.07 3.43 2.21
H 3.06 4.47 1.17
H 0.85 3.45 1.46
C 2.99 0.94 -1.07
As 2.32 2.24 -2.32
C 3.75 3.55 -2.38
C 2.39 1.46 -4.08
S 0.49 3.14 -1.86
H 3.53 0.16 -1.61
H 2.16 0.48 -0.54
H 3.64 1.44 -0.35
H 4.70 3.06 -2.63
H 3.83 4.03 -1.41
H 3.50 4.30 -3.13
H 3.35 1.70 -4.54
H 1.58 1.88 -4.66
H 2.27 0.38 -4.03
```

Results
2S+1: 1
Charge: -2
Gap between HOMO and LUMO in hartree: 0.21569
HOMO in eV: -1.7
ΔE to the lowest compared entry with this formula, charge and spin in kJ/mol: 404.4

=====

6.
H2N2O4S2 | ωB97M-V/def2-TZVPD

Geometry as XYZ:
```
10
H2N2O4S2 (ωB97M-V/def2-TZVPD)
N -0.11 1.42 -0.65
N -0.41 -1.53 -0.46
O 2.04 0.11 -0.03
O 1.61 2.26 0.91
O -2.50 -0.22 0.21
O -0.25 0.05 1.49
S 1.05 1.09 0.31
S -1.05 -0.13 0.20
H 0.57 -1.24 -0.77
H -0.94 -1.81 -1.21
```

Results
2S+1: 1
Gap between HOMO and LUMO in hartree: 0.34917
HOMO in eV: -10.9
ΔE to the lowest compared entry with this formula, charge and spin in kJ/mol: 95.7

=====

7.
C5H5NaO6 | ωB97M-V/def2-TZVPD

Geometry as XYZ:
```
17
C5H5NaO6 (ωB97M-V/def2-TZVPD)
C 2.66 -0.30 1.30
C 1.90 -1.10 0.18
O 1.38 -2.19 0.63
O 3.72 0.20 1.08
H 2.17 -0.34 2.29
H 2.51 -1.17 -0.74
C -1.15 0.14 0.00
C -1.64 0.28 -1.44
O -1.86 1.67 -1.57
C -1.72 2.29 -0.40
O -1.34 1.38 0.56
O -1.97 3.42 -0.16
O -1.44 -0.85 0.68
H -2.56 -0.28 -1.62
H -0.86 -0.05 -2.14
Na -0.64 -2.87 1.41
H 0.85 -0.24 -0.04
```

Results
2S+1: 2
Charge: +1
Gap between HOMO and LUMO (alpha / beta) in hartree: 0.35507 / 0.26358
HOMO (alpha / beta) in eV: -14.6 / -14.5
<S²>: 0.76
ΔE to the lowest compared entry with this formula, charge and spin in kJ/mol: 100.2

=====

8.
C24H21F6N9O2Pt | ωB97M-V/def2-TZVPD

Geometry as XYZ:
```
63
C24H21F6N9O2Pt (ωB97M-V/def2-TZVPD)
Pt 0.28 0.36 0.43
O 3.94 0.61 2.17
C 2.78 0.42 1.89
N 2.20 0.76 0.70
C 2.73 1.94 0.03
C 1.57 2.84 -0.29
C 1.74 4.09 -0.87
C 0.65 4.90 -1.08
C -0.61 4.45 -0.70
C -0.73 3.20 -0.15
N 0.34 2.40 0.05
C 1.76 -0.05 2.88
C 2.13 -0.54 4.10
C 1.15 -0.96 4.98
C -0.18 -0.87 4.58
C -0.47 -0.36 3.33
N 0.48 0.09 2.50
H 3.32 1.73 -0.87
H 3.39 2.46 0.73
H 2.74 4.41 -1.13
H 0.77 5.88 -1.53
H -1.50 5.06 -0.83
H -1.69 2.82 0.17
H 3.19 -0.59 4.33
H 1.40 -1.35 5.96
H -0.99 -1.21 5.21
H -1.49 -0.34 2.99
N 2.42 -0.07 -2.05
C 1.17 0.04 -2.50
N 0.97 0.02 -3.80
C -0.29 0.06 -4.23
N -0.53 0.04 -5.52
N -1.38 0.10 -3.40
C -1.10 0.16 -2.14
N 0.14 0.18 -1.60
C -2.21 0.22 -1.16
C -3.53 0.20 -1.55
C -4.51 0.32 -0.57
C -4.12 0.51 0.75
C -2.77 0.52 1.05
N -1.83 0.33 0.13
H 3.11 -0.32 -2.73
H 2.58 -0.36 -1.09
H 0.23 -0.02 -6.17
H -1.48 0.03 -5.86
H -3.76 0.10 -2.60
H -5.55 0.29 -0.84
H -4.84 0.65 1.53
H -2.44 0.72 2.06
C 0.88 -3.85 1.23
C 0.18 -2.86 0.29
O 0.66 -1.60 0.67
C -1.34 -3.01 0.48
F -1.69 -2.62 1.72
F -1.74 -4.26 0.30
F -2.05 -2.23 -0.37
C 0.58 -3.23 -1.16
F 0.38 -4.52 -1.42
F 1.89 -2.97 -1.34
F -0.09 -2.53 -2.10
H 0.58 -3.62 2.26
H 1.95 -3.72 1.14
H 0.62 -4.88 1.00
```

Results
2S+1: 1
Charge: +2
Gap between HOMO and LUMO in hartree: 0.31875
HOMO in eV: -15.3

=====

Number 1: E -12396.192 eV. Number 2: E -44975.337 eV. Number 3: E -34373.026 eV. Number 4: E -10168.528 eV. Number 5: E -150084.035 eV. Number 6: E -32868.539 eV. Number 7: E -21958.293 eV. Number 8: E -62275.885 eV.